This record from OMol25 describes a 7-piece molecular cluster, C47H77F15NO19PS6 overall. The level of theory is the ωB97M-V functional and the def2-TZVPD basis.

Properties
structure (SMILES): CCOP(=O)(CCC[C@@H](CCC(F)=C(F)F)O[C@@H](OC#N)[C@H](O)O[C@H](CCC(F)(F)F)C(F)(F)C(F)(F)C(F)(F)C(F)(F)F)OCC.O=S1(=O)CCCC1.O=S1(=O)CCCC1.O=S1(=O)CCCC1.O=S1(=O)CCCC1.O=S1(=O)CCCC1.O=S1(=O)CCCC1
strongest force on any atom: 0.01706 hartree/bohr
total charge: 0
frontier orbital gap: 10.26 eV
lowest unoccupied orbital energy: 0.4594 eV
HOMO: -9.80 eV

Last columns: bonded neighbours and bond lengths (Å).
Positions of all 166 atoms, in Å:
1 C 0.34965 5.99017 -0.27294  C2 1.523, H48 1.089, H49 1.093, H50 1.092
2 C -0.87876 5.66908 0.56838  C1 1.523, O3 1.447, H51 1.091, H52 1.091
3 O -1.07438 4.25635 0.81107  C2 1.447, P4 1.592
4 P -1.46966 3.32551 -0.41910  O3 1.592, O5 1.475, C6 1.801, O45 1.598
5 O -1.96975 4.06634 -1.59303  P4 1.475
6 C -2.65214 2.17491 0.30235  P4 1.801, C7 1.544, H53 1.094, H54 1.094
7 C -2.59576 0.74203 -0.27130  C6 1.544, C8 1.533, H55 1.095, H56 1.085
8 C -2.95567 -0.34866 0.74450  C7 1.533, C9 1.534, H57 1.095, H58 1.097
9 C -2.27692 -1.72121 0.65557  C8 1.534, C10 1.535, O17 1.443, H59 1.094
10 C -2.27812 -2.40173 -0.71983  C9 1.535, C11 1.551, H60 1.094, H61 1.096
11 C -1.62177 -1.68861 -1.93104  C10 1.551, C12 1.493, H62 1.095, H63 1.089
12 C -0.94054 -2.67713 -2.81791  C11 1.493, F13 1.350, C14 1.319
13 F -1.74179 -3.54788 -3.46778  C12 1.350
14 C 0.36284 -2.80547 -2.97529  C12 1.319, F15 1.322, F16 1.334
15 F 0.96843 -3.81403 -3.57763  C14 1.322
16 F 1.24910 -1.91493 -2.52818  C14 1.334
17 O -1.02049 -1.85215 1.35327  C9 1.443, C18 1.363
18 C 0.15174 -1.49319 0.75872  O17 1.363, O19 1.451, C22 1.531, H64 1.092
19 O 0.29517 -0.05815 0.59782  C18 1.451, C20 1.295
20 C 0.05729 0.63856 1.66353  O19 1.295, N21 1.153
21 N -0.16979 1.26412 2.60515  C20 1.153
22 C 1.28474 -2.05717 1.62021  C18 1.531, O23 1.386, O24 1.411, H65 1.096
23 O 2.51317 -1.45709 1.39111  C22 1.386, H66 0.968
24 O 1.26581 -3.42692 1.28348  C22 1.411, C25 1.408
25 C 2.24136 -4.26527 1.85713  O24 1.408, C26 1.524, C32 1.550, H67 1.093
26 C 2.52242 -4.01691 3.33469  C25 1.524, C27 1.531, H68 1.093, H69 1.091
27 C 1.28533 -4.17970 4.22261  C26 1.531, C28 1.505, H70 1.093, H71 1.092
28 C 0.89870 -5.61391 4.46491  C27 1.505, F29 1.341, F30 1.347, F31 1.344
29 F -0.05246 -5.70562 5.40548  C28 1.341
30 F 1.93842 -6.35628 4.89027  C28 1.347
31 F 0.41196 -6.22756 3.37318  C28 1.344
32 C 3.54494 -4.27584 1.01919  C25 1.550, F33 1.348, F34 1.349, C35 1.547
33 F 3.33348 -3.76604 -0.21050  C32 1.348
34 F 4.52874 -3.55169 1.59190  C32 1.349
35 C 4.08469 -5.71278 0.82970  C32 1.547, F36 1.349, F37 1.338, C38 1.555
36 F 4.06973 -6.33278 2.02737  C35 1.349
37 F 3.24609 -6.37111 0.02155  C35 1.338
38 C 5.52812 -5.88680 0.27869  C35 1.555, F39 1.343, F40 1.336, C41 1.553
39 F 5.69466 -7.20692 0.09475  C38 1.343
40 F 6.40804 -5.47904 1.19809  C38 1.336
41 C 5.86878 -5.19602 -1.06953  C38 1.553, F42 1.334, F43 1.333, F44 1.333
42 F 6.99780 -5.72593 -1.54380  C41 1.334
43 F 4.89813 -5.38724 -1.96283  C41 1.333
44 F 6.05632 -3.88828 -0.89144  C41 1.333
45 O -0.16942 2.43911 -0.69880  P4 1.598, C46 1.443
46 C 0.55739 2.57763 -1.93801  O45 1.443, C47 1.517, H72 1.090, H73 1.094
47 C 2.01813 2.29044 -1.64495  C46 1.517, H74 1.094, H75 1.090, H76 1.093
48 H 0.08577 6.20370 -1.30810  C1 1.089
49 H 1.05499 5.15510 -0.24564  C1 1.093
50 H 0.86348 6.86391 0.13454  C1 1.092
51 H -0.76678 6.10340 1.56328  C2 1.091
52 H -1.79759 6.07088 0.13919  C2 1.091
53 H -3.61741 2.64391 0.08962  C6 1.094
54 H -2.51246 2.17993 1.38758  C6 1.094
55 H -3.33142 0.69962 -1.08174  C7 1.095
56 H -1.63101 0.58970 -0.74468  C7 1.085
57 H -4.02878 -0.55911 0.69855  C8 1.095
58 H -2.77718 0.02940 1.75851  C8 1.097
59 H -2.91930 -2.36132 1.26826  C9 1.094
60 H -3.32709 -2.59255 -0.96377  C10 1.094
61 H -1.82129 -3.38905 -0.58889  C10 1.096
62 H -2.38339 -1.16128 -2.51511  C11 1.095
63 H -0.87218 -0.94800 -1.65762  C11 1.089
64 H 0.27603 -1.89283 -0.24960  C18 1.092
65 H 1.03083 -1.88257 2.67172  C22 1.096
66 H 2.70250 -1.46541 0.44234  O23 0.968
67 H 1.82924 -5.27275 1.75794  C25 1.093
68 H 3.27279 -4.73598 3.67276  C26 1.093
69 H 2.96918 -3.03445 3.49440  C26 1.091
70 H 0.39670 -3.67956 3.82967  C27 1.093
71 H 1.49615 -3.74384 5.20186  C27 1.092
72 H 0.41502 3.57646 -2.35087  C46 1.090
73 H 0.15565 1.83411 -2.63348  C46 1.094
74 H 2.12753 1.26125 -1.29125  C47 1.094
75 H 2.63401 2.45023 -2.53038  C47 1.090
76 H 2.35534 2.93133 -0.82681  C47 1.093
77 C -2.45135 -0.54992 -6.53519  C78 1.535, C83 1.526, H84 1.089, H85 1.093
78 C -3.81079 -0.85243 -7.17970  C77 1.535, C79 1.534, H86 1.088, H87 1.089
79 C -4.89578 -0.45252 -6.17233  C78 1.534, S80 1.798, H88 1.087, H89 1.089
80 S -4.19041 0.87458 -5.18453  C79 1.798, O81 1.445, O82 1.440, C83 1.789
81 O -4.05067 0.41494 -3.82173  S80 1.445
82 O -4.86675 2.11517 -5.45961  S80 1.440
83 C -2.57589 0.85600 -5.95434  C77 1.526, S80 1.789, H90 1.088, H91 1.089
84 H -1.64028 -0.60405 -7.26003  C77 1.089
85 H -2.23866 -1.26770 -5.73821  C77 1.093
86 H -3.91606 -0.24276 -8.07419  C78 1.088
87 H -3.90570 -1.90252 -7.45320  C78 1.089
88 H -5.79725 -0.07167 -6.64594  C79 1.087
89 H -5.14752 -1.26287 -5.49026  C79 1.089
90 H -1.83051 1.10006 -5.20035  C83 1.088
91 H -2.58801 1.61355 -6.73719  C83 1.089
92 C 7.05111 -8.33012 4.93526  C93 1.535, C98 1.525, H99 1.089, H100 1.092
93 C 5.59193 -8.31756 4.45899  C92 1.535, C94 1.534, H101 1.091, H102 1.089
94 C 4.73559 -7.81443 5.62801  C93 1.534, S95 1.795, H103 1.086, H104 1.089
95 S 5.79563 -6.73506 6.59325  C94 1.795, O96 1.440, O97 1.444, C98 1.792
96 O 6.00517 -7.30828 7.89794  S95 1.440
97 O 5.34500 -5.36918 6.46377  S95 1.444
98 C 7.27604 -6.98290 5.61355  C92 1.525, S95 1.792, H105 1.087, H106 1.090
99 H 7.74603 -8.47835 4.10969  C92 1.089
100 H 7.20306 -9.13850 5.65338  C92 1.092
101 H 5.49680 -7.64379 3.60566  C93 1.091
102 H 5.26149 -9.30425 4.13742  C93 1.089
103 H 3.87606 -7.23228 5.31035  C94 1.086
104 H 4.41465 -8.63647 6.26547  C94 1.089
105 H 8.13906 -6.94856 6.27411  C98 1.087
106 H 7.32546 -6.17140 4.88746  C98 1.090
107 C -4.39618 4.30180 -11.64362  C108 1.535, C113 1.525, H114 1.089, H115 1.092
108 C -5.51181 4.53556 -10.61504  C107 1.535, C109 1.533, H116 1.091, H117 1.089
109 C -5.96938 3.16009 -10.11515  C108 1.533, S110 1.798, H118 1.087, H119 1.088
110 S -4.54330 2.07613 -10.27270  C109 1.798, O111 1.440, O112 1.444, C113 1.790
111 O -4.83112 1.04990 -11.24148  S110 1.440
112 O -4.06369 1.71162 -8.96043  S110 1.444
113 C -3.45069 3.28685 -11.00972  C107 1.525, S110 1.790, H120 1.087, H121 1.090
114 H -3.87490 5.22452 -11.89310  C107 1.089
115 H -4.81570 3.89268 -12.56501  C107 1.092
116 H -5.12183 5.11998 -9.77990  C108 1.091
117 H -6.34585 5.08970 -11.04233  C108 1.089
118 H -6.27763 3.16458 -9.07242  C109 1.087
119 H -6.75822 2.73745 -10.73450  C109 1.088
120 H -2.79581 2.77983 -11.71435  C113 1.087
121 H -2.86620 3.73005 -10.20374  C113 1.090
122 C -0.53313 -9.07493 6.50019  C123 1.535, C128 1.524, H129 1.089, H130 1.092
123 C -0.12465 -8.71424 7.93503  C122 1.535, C124 1.534, H131 1.092, H132 1.089
124 C 0.74680 -9.85971 8.46620  C123 1.534, S125 1.800, H133 1.087, H134 1.088
125 S 1.54481 -10.58476 7.02502  C124 1.800, O126 1.440, O127 1.442, C128 1.791
126 O 1.07426 -11.93508 6.85270  S125 1.440
127 O 2.95763 -10.29744 7.05956  S125 1.442
128 C 0.74357 -9.54112 5.81008  C122 1.524, S125 1.791, H135 1.088, H136 1.090
129 H -0.97626 -8.22712 5.98033  C122 1.089
130 H -1.26531 -9.88526 6.51179  C122 1.092
131 H 0.44903 -7.78540 7.92681  C123 1.092
132 H -0.99194 -8.55854 8.57477  C123 1.089
133 H 1.52303 -9.52393 9.14908  C124 1.087
134 H 0.15551 -10.64546 8.93233  C124 1.088
135 H 0.57828 -10.12390 4.90686  C128 1.088
136 H 1.41459 -8.70765 5.60480  C128 1.090
137 C -4.17744 10.12099 -1.80661  C138 1.535, C143 1.525, H144 1.089, H145 1.092
138 C -4.77545 9.19437 -0.73859  C137 1.535, C139 1.533, H146 1.092, H147 1.089
139 C -3.70408 8.15785 -0.37943  C138 1.533, S140 1.801, H148 1.087, H149 1.089
140 S -2.11975 8.95778 -0.68313  C139 1.801, O141 1.438, O142 1.443, C143 1.790
141 O -1.45379 8.27554 -1.75991  S140 1.438
142 O -1.43841 9.18195 0.56947  S140 1.443
143 C -2.78727 10.49773 -1.30492  C137 1.525, S140 1.790, H150 1.087, H151 1.090
144 H -4.79269 11.00508 -1.96686  C137 1.089
145 H -4.09637 9.58994 -2.75718  C137 1.092
146 H -5.03568 9.77949 0.14574  C138 1.092
147 H -5.68388 8.70690 -1.08866  C138 1.089
148 H -3.73881 7.85280 0.66350  C139 1.087
149 H -3.74335 7.28115 -1.02474  C139 1.089
150 H -2.11913 10.87792 -2.07381  C143 1.087
151 H -2.83328 11.19563 -0.46911  C143 1.090
152 C 0.94220 9.51871 4.19568  C153 1.535, C158 1.525, H159 1.089, H160 1.092
153 C 2.14969 10.26877 4.77571  C152 1.535, C154 1.533, H161 1.092, H162 1.089
154 C 3.10447 10.56006 3.61243  C153 1.533, S155 1.804, H163 1.087, H164 1.088
155 S 2.07439 10.67369 2.13631  C154 1.804, O156 1.441, O157 1.441, C158 1.788
156 O 2.42543 9.59330 1.24993  S155 1.441
157 O 2.05920 12.03313 1.65735  S155 1.441
158 C 0.52792 10.28734 2.94540  C152 1.525, S155 1.788, H165 1.087, H166 1.090
159 H 0.12298 9.45488 4.91050  C152 1.089
160 H 1.23165 8.50104 3.92453  C152 1.092
161 H 1.81501 11.20692 5.22298  C153 1.092
162 H 2.64892 9.69405 5.55469  C153 1.089
163 H 3.64145 11.49856 3.72391  C154 1.087
164 H 3.80939 9.74789 3.44631  C154 1.088
165 H -0.09897 9.72135 2.26104  C158 1.087
166 H 0.04889 11.23350 3.19787  C158 1.090

These are the Löwdin partial charges, in e, on atoms 1 to 8: atom 1 (C): -0.061, atom 2 (C): -0.246, atom 3 (O): -0.207, atom 4 (P): 0.487, atom 5 (O): -0.254, atom 6 (C): -0.191, atom 7 (C): -0.210, atom 8 (C): -0.119